Formula: C48H55HfN6S2Sb2Se2
Source: the OMol25 dataset
Level of theory: ωB97M-V/def2-TZVPD

Geometry as XYZ:
```
116
Properties=species:S:1:pos:R:3:forces:R:3
Hf 0.377462 0.254897 -0.547509 1.0 -1.5 -2.1
C -2.558338 1.806997 0.956891 0.1 -0.4 0.1
C -2.587038 2.262697 2.408491 0.0 -0.1 0.0
C -1.206638 2.300297 3.054691 0.2 -0.1 -0.1
Sb -0.175838 0.433697 2.695391 0.0 0.3 1.3
C 1.613662 0.447697 3.869091 -0.3 -0.1 -0.6
C 1.708062 1.110397 5.079191 -0.2 0.1 0.0
C 2.830762 0.929497 5.872191 0.0 0.0 0.0
C 3.843562 0.077297 5.462191 0.1 0.0 0.0
C 3.744562 -0.588103 4.250591 0.1 -0.1 0.0
C 2.629762 -0.398803 3.451191 0.0 -0.1 -0.2
C -1.237938 -0.734303 4.197591 0.3 0.2 -0.5
C -2.367238 -0.260703 4.845391 0.0 0.2 -0.2
C -2.991738 -1.041603 5.804691 -0.1 0.0 0.0
C -2.500038 -2.295703 6.116191 0.0 0.0 0.0
C -1.341338 -2.744603 5.505191 0.1 0.0 0.0
C -0.707338 -1.964903 4.554291 0.2 0.0 -0.1
Sb -2.600238 -0.350703 0.321991 -0.2 0.2 1.0
C -1.973038 -2.097203 1.549691 -0.1 0.7 -0.5
C -0.668938 -2.574503 1.489991 0.0 0.0 -0.1
C -0.367938 -3.853903 1.926491 0.2 0.1 -0.1
C -1.360738 -4.668003 2.445591 0.0 0.0 -0.1
C -2.647438 -4.177003 2.559191 0.0 0.0 0.0
C -2.953138 -2.902403 2.107391 -0.2 0.2 0.0
C -4.725838 -0.618503 0.686591 0.4 -0.1 -0.7
C -5.472838 0.363997 1.317391 0.3 0.2 0.0
C -6.807138 0.134497 1.611491 0.0 0.0 0.0
C -7.401538 -1.067803 1.272391 0.0 0.0 0.0
C -6.655838 -2.044603 0.632091 0.0 -0.1 0.0
C -5.323438 -1.822003 0.330291 0.2 -0.1 -0.2
H -1.676038 2.229797 0.449091 -0.3 -0.2 0.1
H -3.441538 2.186297 0.435291 0.1 -0.2 -0.2
H -3.259938 1.612897 2.971391 0.0 0.2 0.0
H -3.006038 3.274397 2.448991 0.0 -0.1 0.0
H -1.281738 2.453697 4.132591 0.1 -0.1 0.0
H -0.608338 3.111497 2.633591 0.0 -0.1 0.0
H 0.909462 1.760797 5.410291 0.0 0.0 0.1
H 2.904862 1.443797 6.818791 0.0 0.0 0.1
H 4.705362 -0.072803 6.093491 0.1 0.0 0.1
H 4.523062 -1.268203 3.936691 0.1 -0.1 0.0
H 2.538962 -0.924303 2.497591 0.1 0.0 0.1
H -2.770438 0.718497 4.642491 0.0 0.1 0.0
H -3.866438 -0.657003 6.304691 -0.1 0.0 0.1
H -3.008738 -2.911403 6.840391 0.0 -0.1 0.1
H -0.925738 -3.704103 5.766991 0.1 -0.1 0.1
H 0.204162 -2.319403 4.090091 0.0 -0.1 0.1
H 0.151562 -1.959003 1.095291 -0.2 -0.3 0.3
H 0.645462 -4.215703 1.845191 0.1 -0.1 0.0
H -1.128638 -5.676803 2.745491 0.0 -0.1 0.1
H -3.432838 -4.784503 2.976191 -0.1 -0.1 0.1
H -3.969738 -2.550403 2.186191 0.0 0.0 0.1
H -5.036538 1.310797 1.592291 0.0 0.1 0.0
H -7.376138 0.906497 2.105191 -0.1 0.1 0.1
H -8.442438 -1.238003 1.497691 -0.1 0.0 0.0
H -7.109238 -2.985503 0.364691 -0.1 -0.1 -0.1
H -4.744138 -2.593503 -0.164009 -0.1 0.0 0.0
S 0.291562 -2.264703 -1.283709 0.0 1.8 0.5
C 0.073562 -2.023703 -3.016509 -0.2 1.1 1.1
N 0.213662 -3.135403 -3.712109 0.3 -1.3 -1.1
N -0.183538 -3.422203 -4.895809 1.0 -0.2 0.9
C -1.188438 -2.917103 -5.713109 -1.2 0.9 -0.9
C -2.263538 -2.191903 -5.190009 0.2 -0.3 0.1
C -3.329338 -1.863003 -6.000509 0.0 0.0 0.0
C -3.323038 -2.202103 -7.348409 0.2 0.0 0.0
C -2.239138 -2.887403 -7.884809 -0.2 0.1 0.1
C -1.184838 -3.262103 -7.073109 0.2 0.0 0.5
N -0.070438 -0.851403 -3.577909 0.0 1.0 -0.8
N 0.087262 0.309097 -2.999509 0.0 -2.4 1.9
C 0.199862 1.345797 -3.931509 -0.1 1.1 -0.8
C 0.071362 1.120097 -5.309309 0.0 -0.2 0.3
C 0.196562 2.165597 -6.197809 0.0 0.1 0.1
C 0.439862 3.451497 -5.735409 0.0 0.1 0.1
C 0.569162 3.682597 -4.372109 0.1 0.1 -0.2
C 0.455662 2.638497 -3.475309 0.0 -0.6 0.3
H 0.256762 -4.273203 -5.250709 -0.2 0.1 0.3
H -2.292538 -1.947703 -4.140009 0.0 0.1 0.0
H -4.181238 -1.359603 -5.570709 -0.1 0.1 0.0
H -4.166138 -1.940603 -7.969109 0.0 0.0 -0.1
H -2.232838 -3.152903 -8.931409 0.0 0.0 0.0
H -0.360238 -3.824203 -7.485709 0.1 -0.1 0.0
H -0.130838 0.119997 -5.656909 0.0 0.0 -0.1
H 0.096162 1.981797 -7.256609 0.0 0.0 -0.1
H 0.527662 4.269697 -6.432009 0.0 0.1 -0.1
H 0.771962 4.683597 -4.022509 0.0 0.1 0.1
H 0.568862 2.785797 -2.400909 0.0 0.2 -0.2
C -0.818238 5.562697 -1.078109 0.0 0.0 -0.2
Se 0.011362 4.088497 -0.111209 0.4 0.0 0.3
C 1.903362 4.577697 -0.366809 -0.2 -0.1 -0.2
C 2.728162 4.073097 0.792391 -0.2 -0.2 0.1
Se 2.575262 2.098697 1.036891 -0.3 0.7 0.0
C 4.475562 1.775897 1.315391 0.0 -0.1 -0.3
H -0.511838 5.544797 -2.121609 -0.1 0.0 0.0
H -0.513538 6.493997 -0.601009 0.0 -0.1 0.0
H -1.898238 5.454497 -0.999709 0.1 -0.1 0.0
H 1.954062 5.666797 -0.414009 -0.1 0.0 0.0
H 2.242162 4.163797 -1.321709 0.0 0.1 0.1
H 2.395462 4.515797 1.735691 0.1 -0.1 -0.2
H 3.791362 4.276097 0.644291 -0.1 -0.1 0.0
H 4.811362 2.440597 2.110491 -0.2 -0.1 0.0
H 5.009162 1.995597 0.393791 0.0 -0.1 0.0
H 4.605962 0.739597 1.615491 0.0 0.0 0.0
C 5.615462 -1.827803 0.217091 -0.1 -0.4 0.4
N 5.685262 -0.766003 -0.745509 -0.3 0.1 -0.5
C 6.962762 -0.188703 -1.145109 0.4 0.1 -0.1
C 6.573162 0.761397 -2.287509 0.4 0.1 -0.2
N 5.120862 0.813597 -2.158809 -0.1 -0.1 0.1
C 4.675462 -0.168803 -1.359609 0.3 1.1 0.3
S 3.038962 -0.588303 -1.168909 -1.4 -0.9 0.0
H 5.939762 -1.474103 1.199691 0.0 0.0 0.0
H 6.274162 -2.645403 -0.083709 -0.1 0.1 0.0
H 4.590262 -2.193703 0.278091 0.1 0.0 0.0
H 7.642962 -0.977103 -1.468909 0.0 0.1 0.0
H 7.418462 0.336497 -0.298009 -0.1 -0.1 -0.1
H 6.855262 0.361497 -3.265709 0.0 0.0 0.1
H 7.006762 1.755997 -2.178609 0.0 -0.1 0.0
H 4.550762 1.233097 -2.874209 -0.2 -0.1 0.1
```
Positions in Å, forces in eV/Å.

Calculated values
total charge: +3
gap between HOMO and LUMO (alpha / beta): 5.1 / 5.1 eV
F_max: 3.10 eV/Å
molecular weight: 1360.07 Da
LUMO (alpha / beta): -8.979 / -8.979 eV
energy above the lowest of the compared OMol25 structures with the same formula, charge and spin: 3.675 eV